(1)
Density functional theory data (ωB97M-V/def2-TZVPD) for 2 unconnected molecules or ions with the total composition C8H12N2S at a distorted geometry.

total energy = -22301.714 eV
strongest force on any atom = 5.8 eV/A
total charge = 0
energy above the lowest of the compared OMol25 structures with the same formula, charge and spin = 95.57 kcal per mole

Geometry (Å):
C 2.7394 1.6105 -0.3017
C 3.5502 0.8840 0.4995
C 1.6019 -0.3229 -0.4239
C 0.6028 -1.2428 -0.5532
C -1.6420 0.8281 -1.1903
C -0.7632 0.4908 1.3559
C -2.1964 -1.2677 0.1994
C -1.2922 -0.1191 0.0724
N 1.7182 0.9226 -0.8780
N 0.5142 -2.4211 -0.8802
S 2.8715 -0.6755 0.8348
H 2.9445 2.6481 -0.4529
H 4.0277 1.2039 1.3964
H -2.3467 1.7153 -0.9968
H -2.0358 0.0850 -2.1005
H -0.7388 1.3265 -1.4976
H -1.5621 0.9141 2.0517
H -0.1362 -0.3116 1.7271
H -0.1076 1.3230 1.1186
H -3.2117 -0.8439 0.3744
H -2.2269 -2.0000 -0.6268
H -1.9518 -1.8464 1.2558
H -0.3591 -2.9010 -0.9841

In the natural (NBO) picture, each atom carries the following charge in e:
1. C -0.035
2. C -0.446
3. C -0.019
4. C 0.293
5. C -0.668
6. C -0.686
7. C -0.682
8. C 0.111
9. N -0.429
10. N -0.610
11. S 0.366
12. H 0.215
13. H 0.234
14. H 0.216
15. H 0.209
16. H 0.242
17. H 0.218
18. H 0.226
19. H 0.225
20. H 0.228
21. H 0.217
22. H 0.208
23. H 0.366

(2)
Density functional theory data (ωB97M-V/def2-TZVPD) for a molecular structure, C2H4O2Tl at a distorted geometry.

total energy = -10913.374 eV
strongest force on any atom = 3.0 eV/A
total charge = +1
energy above the lowest of the compared OMol25 structures with the same formula, charge and spin = 90.83 kcal per mole

Geometry (Å):
C -0.3719 -0.3992 0.3892
C -1.4583 0.3607 -0.0565
O 0.6653 0.1085 -0.3127
H -0.2336 -1.4546 0.6203
H -2.3232 -0.2537 -0.3240
H -1.7126 1.2108 0.5857
H -0.2146 0.9960 -0.7868
Tl 3.7961 -0.7738 -0.5650
O 1.8528 0.2053 0.4498

In the natural (NBO) picture, each atom carries the following charge in e:
1. C 0.377
2. C -0.681
3. O -0.253
4. H 0.232
5. H 0.268
6. H 0.311
7. H 0.432
8. Tl 0.942
9. O -0.627

(3)
Density functional theory data (ωB97M-V/def2-TZVPD) for a molecular structure, C26H20AsNO6PdS2 at a distorted geometry.

total energy = -127050.434 eV
strongest force on any atom = 1.6 eV/A
total charge = -2

Geometry (Å):
Pd -0.5732 -0.5105 -0.4253
C 0.0111 1.2704 -3.2892
C -1.3088 0.5702 -3.2840
C -2.1304 0.7779 -4.4325
C -3.3512 0.1968 -4.5027
C -3.7561 -0.6794 -3.4721
C -5.0327 -1.2946 -3.5051
C -5.3947 -2.1547 -2.5110
C -4.4611 -2.4790 -1.5073
C -3.2098 -1.9152 -1.4448
S -2.0660 -2.4936 -0.2029
C -2.8675 -0.9201 -2.4077
N -1.6867 -0.2030 -2.2801
H 0.1888 1.7116 -4.2703
H 0.8109 0.5694 -3.0588
H 0.0541 2.0508 -2.5324
H -1.7581 1.4259 -5.2134
H -4.0173 0.3685 -5.3414
H -5.6986 -1.0562 -4.3268
H -6.3699 -2.6268 -2.5090
H -4.7088 -3.2292 -0.7652
O -1.9793 -1.1367 4.5068
As -1.1382 0.2371 3.7275
O -1.2255 1.5343 4.7421
O -1.6946 0.3041 2.1905
C 0.7070 -0.4690 4.0630
C 1.2749 0.0695 5.2142
C 2.4988 -0.3790 5.7070
C 3.1829 -1.3902 5.0555
C 2.6298 -1.9423 3.9051
C 1.4179 -1.4848 3.4187
S 0.7784 -2.2998 1.9356
O -0.9158 -3.1908 -1.0273
O -0.5542 -2.7820 2.3806
O 0.6870 -0.9853 1.1271
H -1.8463 -1.8655 3.8765
H 0.7280 0.8628 5.7110
H 2.9131 0.0674 6.6053
H 4.1356 -1.7489 5.4312
H 3.1446 -2.7337 3.3685
C 4.7141 1.1234 -1.3682
C 3.9635 -0.0680 -1.4985
C 2.6369 -0.0821 -1.1708
C 1.9808 1.0863 -0.7011
C 0.5902 1.0808 -0.3855
C 0.0255 2.2245 0.1229
C 0.7819 3.4099 0.2623
C 2.1015 3.4502 -0.0936
C 2.7365 2.2773 -0.5720
C 4.1146 2.2628 -0.9149
H 5.7705 1.1255 -1.6146
H 4.4436 -0.9757 -1.8445
H 2.0494 -0.9915 -1.2364
H -1.0016 2.1992 0.4702
H 0.3039 4.2932 0.6724
H 2.6846 4.3590 0.0149
H 4.6860 3.1787 -0.7994

In the natural (NBO) picture, each atom carries the following charge in e:
1. Pd 0.755
2. C -0.660
3. C 0.281
4. C -0.278
5. C -0.121
6. C -0.145
7. C -0.201
8. C -0.216
9. C -0.213
10. C -0.222
11. S 0.695
12. C 0.254
13. N -0.449
14. H 0.194
15. H 0.255
16. H 0.265
17. H 0.206
18. H 0.197
19. H 0.192
20. H 0.199
21. H 0.220
22. O -1.067
23. As 2.439
24. O -1.220
25. O -1.202
26. C -0.405
27. C -0.201
28. C -0.242
29. C -0.237
30. C -0.274
31. C -0.147
32. S 1.523
33. O -1.056
34. O -1.028
35. O -1.021
36. H 0.501
37. H 0.251
38. H 0.187
39. H 0.185
40. H 0.199
41. C -0.241
42. C -0.256
43. C -0.154
44. C -0.150
45. C -0.071
46. C -0.296
47. C -0.199
48. C -0.265
49. C 0.017
50. C -0.219
51. H 0.189
52. H 0.197
53. H 0.239
54. H 0.247
55. H 0.197
56. H 0.184
57. H 0.186

(4)
Density functional theory data (ωB97M-V/def2-TZVPD) for a molecular structure, C34H26N4O2PRu at a distorted geometry.

total energy = -57592.354 eV
strongest force on any atom = 2.3 eV/A
total charge = +2
energy above the lowest of the compared OMol25 structures with the same formula, charge and spin = 55.58 kcal per mole
2S+1 = 2

Geometry (Å):
Ru 0.1836 0.1561 -0.0289
O -3.8716 -4.6509 2.5119
C -2.7342 -4.4516 2.9972
O -1.9823 -5.0232 3.7744
C -2.0547 -3.3000 2.2263
C -2.6592 -2.6853 1.1456
C -1.9741 -1.6761 0.5030
N -0.7650 -1.3113 0.9260
C -0.1932 -1.8482 2.0010
C -0.8222 -2.8701 2.6801
C 1.0949 -1.2181 2.3778
C 1.8400 -1.6514 3.4448
C 3.0239 -1.0060 3.7607
C 3.4354 0.0504 2.9861
C 2.6425 0.4266 1.9165
N 1.4919 -0.1825 1.6211
C -2.4664 -0.8627 -0.6385
C -3.7053 -1.0499 -1.2044
C -4.1310 -0.2138 -2.2224
C -3.3014 0.8006 -2.6413
C -2.0648 0.9236 -2.0366
N -1.6418 0.1084 -1.0660
H -3.6464 -3.0211 0.8602
H -0.4140 -3.3689 3.5512
H 1.5000 -2.4931 4.0376
H 3.6158 -1.3358 4.6066
H 4.3542 0.5828 3.1921
H 2.9404 1.2350 1.2624
H -4.3479 -1.8440 -0.8419
H -5.1083 -0.3501 -2.6708
H -3.5978 1.4938 -3.4181
H -1.3823 1.7128 -2.3221
N 0.7586 2.2107 -0.2027
C 1.8898 2.5850 -1.0724
C 2.4702 3.8405 -1.0069
C 3.4494 4.1691 -1.9360
C 3.8225 3.2663 -2.9225
C 3.2460 2.0072 -2.9693
C 2.2978 1.6510 -2.0104
P 1.5964 -0.0004 -1.8458
C 1.1469 -0.5734 -3.4885
C 0.1865 0.0993 -4.2480
C -0.0982 -0.3168 -5.5381
C 0.5716 -1.4065 -6.0810
C 1.5333 -2.0747 -5.3390
C 1.8235 -1.6645 -4.0412
C 2.8580 -1.0840 -1.1604
C 2.4521 -2.3400 -0.7059
C 3.3647 -3.1817 -0.0837
C 4.6861 -2.7734 0.0750
C 5.0917 -1.5317 -0.3912
C 4.1792 -0.6818 -1.0056
H 0.9157 2.5621 0.7375
H -0.0603 2.7189 -0.5270
H 2.1471 4.5669 -0.2682
H 3.9097 5.1500 -1.9037
H 4.5713 3.5469 -3.6541
H 3.5407 1.2950 -3.7312
H -0.3251 0.9724 -3.8501
H -0.8386 0.2118 -6.1275
H 0.3481 -1.7285 -7.0913
H 2.0626 -2.9175 -5.7673
H 2.5767 -2.1892 -3.4675
H 1.4357 -2.6664 -0.8473
H 3.0504 -4.1610 0.2618
H 5.4025 -3.4313 0.5526
H 6.1261 -1.2245 -0.2876
H 4.5100 0.2888 -1.3685

In the natural (NBO) picture, each atom carries the following charge in e:
1. Ru 0.794
2. O -0.690
3. C 0.720
4. O -0.671
5. C 0.047
6. C -0.198
7. C 0.246
8. N -0.539
9. C 0.239
10. C -0.203
11. C 0.173
12. C -0.194
13. C -0.095
14. C -0.220
15. C 0.074
16. N -0.484
17. C 0.172
18. C -0.190
19. C -0.089
20. C -0.224
21. C 0.079
22. N -0.471
23. H 0.284
24. H 0.283
25. H 0.263
26. H 0.258
27. H 0.256
28. H 0.209
29. H 0.265
30. H 0.260
31. H 0.258
32. H 0.200
33. N -0.758
34. C 0.111
35. C -0.221
36. C -0.141
37. C -0.181
38. C -0.175
39. C -0.349
40. P 1.319
41. C -0.354
42. C -0.211
43. C -0.184
44. C -0.143
45. C -0.192
46. C -0.181
47. C -0.446
48. C -0.200
49. C -0.194
50. C -0.154
51. C -0.208
52. C -0.134
53. H 0.416
54. H 0.415
55. H 0.242
56. H 0.253
57. H 0.254
58. H 0.245
59. H 0.206
60. H 0.239
61. H 0.247
62. H 0.247
63. H 0.234
64. H 0.227
65. H 0.248
66. H 0.247
67. H 0.244
68. H 0.223

(5)
Density functional theory data (ωB97M-V/def2-TZVPD) for a molecular structure, C27H20IrN4O2S4 at a distorted geometry.

total energy = -84555.280 eV
strongest force on any atom = 1.1 eV/A
total charge = -1
energy above the lowest of the compared OMol25 structures with the same formula, charge and spin = 111.59 kcal per mole
2S+1 = 5

Geometry (Å):
Ir -1.5860 -2.2106 1.8254
C -1.7047 -2.4456 -1.9062
C -0.3091 -2.4304 -1.3528
C 0.8624 -2.6217 -2.1084
C 2.1025 -2.6543 -1.5205
C 2.2519 -2.5166 -0.0913
C 3.4373 -2.7320 0.6279
C 3.5741 -2.9762 2.0002
C 2.5620 -3.0313 2.9979
C 1.2999 -2.5440 2.9533
S -0.1310 -2.7163 3.9136
C 1.0254 -2.1858 0.4859
N -0.1668 -2.1711 -0.0362
H -1.6914 -2.5272 -2.9930
H -2.2383 -1.5317 -1.6237
H -2.2750 -3.2875 -1.4987
H 0.7683 -2.7434 -3.1813
H 2.9949 -2.8039 -2.1185
H 4.3282 -2.8583 0.0195
H 4.5656 -3.2628 2.3318
H 2.7967 -3.5556 3.9173
C -1.5380 1.6181 -4.6415
O -1.7859 2.8871 -4.0690
C -1.0395 3.2209 -2.9737
C -0.0088 2.4439 -2.4631
C 0.6734 2.8557 -1.3216
C 0.3552 4.0527 -0.6679
C -0.6558 4.8398 -1.2358
C -1.3503 4.4285 -2.3579
N 1.0060 4.5763 0.4740
N 1.7147 3.7916 1.2652
C 1.4401 2.5115 1.5910
C 2.5383 1.6791 1.9365
C 2.3837 0.3191 2.0394
C 1.1217 -0.2362 1.9155
O 0.9605 -1.6697 1.8177
C -0.0461 0.5116 1.8284
N -1.2854 -0.0764 1.8843
C -2.3648 0.7025 1.8386
C -2.3065 2.0796 1.7629
C -1.0671 2.6878 1.6925
C 0.0952 1.9250 1.6919
H -2.2645 1.4943 -5.4399
H -1.6672 0.8153 -3.9101
H -0.5304 1.5552 -5.0617
H 0.2763 1.5116 -2.9356
H 1.4772 2.2382 -0.9479
H -0.8969 5.7809 -0.7522
H -2.1467 5.0345 -2.7772
H 3.5179 2.1347 1.9963
H 3.2344 -0.3354 2.1944
H -3.3177 0.1928 1.8910
H -3.2196 2.6584 1.7497
H -0.9981 3.7643 1.6474
S -5.0196 -5.1674 2.0253
C -3.7628 -4.1278 1.9120
S -3.8741 -2.3949 2.1406
S -2.1163 -4.4966 1.6184

In the natural (NBO) picture, each atom carries the following charge in e:
1. Ir 0.812
2. C -0.641
3. C 0.128
4. C -0.238
5. C -0.202
6. C -0.101
7. C -0.302
8. C -0.301
9. C -0.318
10. C 0.042
11. S -0.184
12. C 0.462
13. N -0.502
14. H 0.211
15. H 0.220
16. H 0.234
17. H 0.212
18. H 0.207
19. H 0.203
20. H 0.205
21. H 0.233
22. C -0.251
23. O -0.500
24. C 0.255
25. C -0.260
26. C -0.236
27. C 0.058
28. C -0.206
29. C -0.249
30. N -0.271
31. N -0.276
32. C 0.169
33. C -0.271
34. C -0.215
35. C 0.185
36. O -0.431
37. C 0.149
38. N -0.515
39. C 0.097
40. C -0.316
41. C -0.085
42. C -0.139
43. H 0.191
44. H 0.179
45. H 0.171
46. H 0.210
47. H 0.220
48. H 0.217
49. H 0.214
50. H 0.225
51. H 0.251
52. H 0.206
53. H 0.223
54. H 0.236
55. S -0.093
56. C -0.544
57. S 0.008
58. S 0.013

> Which value of strongest force on any atom does entry 3 give?

1.6 eV/A

> What is the total charge in the fourth record?

+2

> total energy of number 5 (C27H20IrN4O2S4)?

-84555.280 eV

> Which value of strongest force on any atom does entry 4 give?

2.3 eV/A